P) The following is a quantum chemistry calculation of C33H33BrCl2GdIN2O3S6 as an isolated structure, from the Open Molecules 2025 dataset.

Geometry (Å):
Gd  1.0336  -0.6434  -1.5154
Cl  3.1009  0.3974  0.0996
C  4.4809  0.7587  -0.8808
C  5.2875  1.8159  -0.5211
C  6.3816  2.1501  -1.3024
C  6.6502  1.4077  -2.4423
C  5.8409  0.3476  -2.7820
Cl  6.2138  -0.5337  -4.2160
C  4.7135  -0.0339  -2.0246
S  3.7444  -1.3750  -2.4414
H  5.0486  2.3730  0.3697
H  7.0093  2.9864  -1.0379
H  7.4914  1.6484  -3.0744
S  -1.6129  0.1842  -2.5088
S  -2.2934  -1.1792  -3.7790
S  -1.3518  -3.1411  -3.5273
S  -0.1592  -3.2486  -1.9511
C  -2.0984  3.9220  4.5460
C  -3.1177  3.3743  3.5362
C  -3.7521  4.5367  2.7597
C  -4.2326  2.6876  4.3305
C  -2.4230  2.4222  2.5693
C  -1.4441  2.8938  1.7001
C  -0.7884  2.0004  0.8884
Br  0.5299  2.5995  -0.3879
C  -0.9911  0.5991  0.8724
O  -0.1741  -0.1517  0.2194
C  -2.1044  0.1624  1.6480
C  -2.7356  1.0702  2.4848
C  -2.6846  -1.2497  1.5874
C  -2.4764  -1.9612  2.9316
C  -4.1853  -1.1266  1.2689
C  -2.0818  -2.1110  0.4801
H  -2.5921  4.5758  5.2657
H  -1.3140  4.4857  4.0498
H  -1.6341  3.1025  5.0905
H  -4.2729  5.2100  3.4409
H  -4.4708  4.1479  2.0418
H  -3.0030  5.1063  2.2181
H  -4.7200  3.4138  4.9803
H  -3.8324  1.8913  4.9535
H  -4.9842  2.2782  3.6607
H  -1.1721  3.9382  1.6565
H  -3.5326  0.6921  3.1044
H  -2.9528  -1.4180  3.7447
H  -1.4140  -2.0375  3.1529
H  -2.8940  -2.9665  2.8967
H  -4.7415  -0.6475  2.0711
H  -4.6171  -2.1107  1.0985
H  -4.3072  -0.5367  0.3630
H  -1.0303  -2.3294  0.6580
H  -2.1757  -1.5994  -0.4759
H  -2.6196  -3.0569  0.4064
I  -1.7588  3.3503  -8.6953
C  -0.8087  2.3473  -7.0820
C  -0.2958  1.0830  -7.2898
C  0.3109  0.4321  -6.2303
C  0.4154  1.0598  -4.9986
C  -0.1095  2.3301  -4.8126
C  -0.7387  2.9804  -5.8571
C  1.0263  0.3459  -3.8289
O  0.9770  -0.9005  -3.8017
O  1.5317  1.0255  -2.8996
H  -0.3627  0.6075  -8.2575
H  0.7093  -0.5640  -6.3444
H  -0.0322  2.7897  -3.8391
H  -1.1613  3.9636  -5.7102
N  3.2003  -6.7528  2.5910
C  2.6510  -5.5756  3.0595
S  2.3849  -5.4577  4.7078
C  2.3985  -4.5141  2.1371
C  2.7660  -4.5740  0.7760
C  2.4797  -3.5232  -0.0609
N  1.8728  -2.3933  0.3285
C  1.5365  -2.3220  1.6284
C  1.7518  -3.3270  2.5369
H  3.1572  -7.5112  3.2561
H  2.9915  -7.0096  1.6380
H  3.2919  -5.4264  0.3757
H  2.7736  -3.5728  -1.1042
H  1.0608  -1.3968  1.9349
H  1.4414  -3.2154  3.5651

Values from the calculation:
Gap between HOMO and LUMO (spin up / spin down) (eV): 3.5 / 3.3
HOMO (spin up / spin down) (eV): -0.8 / -0.6
Net charge: -2
Expectation value of S²: 16.065
Spin multiplicity: 8

---

Q) The following is a quantum chemistry calculation of C33H33BrCl2GdIN2O3S6 as an isolated structure, from the Open Molecules 2025 dataset.

Geometry (Å):
Gd  -0.1993  -0.9477  2.0022
Cl  2.1230  -0.8979  3.7835
C  3.2648  -2.2081  3.7652
C  4.3736  -2.1410  4.5836
C  5.2873  -3.1828  4.6067
C  5.0672  -4.2963  3.8095
C  3.9602  -4.3453  2.9930
Cl  3.7227  -5.7447  2.0219
C  3.0110  -3.3045  2.9132
S  1.6838  -3.3804  1.8395
H  4.5232  -1.2678  5.2002
H  6.1602  -3.1338  5.2397
H  5.7593  -5.1247  3.8199
S  -1.2799  -3.3360  3.2417
S  -2.8054  -2.6306  4.3267
S  -4.0583  -1.4949  3.0561
S  -3.0038  -0.0957  2.0704
C  3.5844  2.7036  -4.2375
C  2.2292  2.0537  -4.5583
C  2.4674  0.7556  -5.3444
C  1.4432  3.0266  -5.4437
C  1.4966  1.7168  -3.2690
C  2.1458  0.9771  -2.2915
C  1.4690  0.6541  -1.1403
Br  2.3842  -0.2538  0.3046
C  0.1232  0.9709  -0.8487
O  -0.4304  0.5434  0.2236
C  -0.4944  1.8059  -1.8367
C  0.1936  2.1271  -2.9903
C  -1.8823  2.3649  -1.5573
C  -2.3723  3.3366  -2.6402
C  -2.8840  1.2116  -1.4380
C  -1.8345  3.1237  -0.2245
H  4.0918  2.9853  -5.1601
H  4.2311  2.0244  -3.6892
H  3.4416  3.5980  -3.6346
H  3.0440  0.9552  -6.2476
H  1.5169  0.3103  -5.6309
H  3.0092  0.0340  -4.7381
H  2.0294  3.2723  -6.3287
H  1.2330  3.9513  -4.9098
H  0.5054  2.5857  -5.7734
H  3.1705  0.6564  -2.4048
H  -0.3071  2.7460  -3.7141
H  -2.5003  2.8377  -3.5990
H  -1.6849  4.1719  -2.7672
H  -3.3386  3.7426  -2.3460
H  -2.9317  0.6410  -2.3643
H  -3.8777  1.5957  -1.2129
H  -2.5832  0.5472  -0.6314
H  -1.1507  3.9704  -0.2864
H  -1.4878  2.4498  0.5545
H  -2.8266  3.4886  0.0385
I  -3.8968  5.3900  6.8006
C  -2.7498  3.9116  5.7943
C  -1.9680  3.0560  6.5422
C  -1.2531  2.0671  5.8897
C  -1.3110  1.9618  4.5085
C  -2.1006  2.8366  3.7744
C  -2.8325  3.8170  4.4216
C  -0.5527  0.8730  3.7966
O  -0.7136  -0.3032  4.1865
O  0.2116  1.1875  2.8577
H  -1.9174  3.1510  7.6162
H  -0.6518  1.3734  6.4589
H  -2.1620  2.7299  2.7026
H  -3.4549  4.4926  3.8563
N  -1.3365  -6.0016  -3.5576
C  -2.2670  -5.2868  -2.8397
S  -3.8762  -5.6150  -3.1347
C  -1.8197  -4.2800  -1.9221
C  -0.4614  -3.9407  -1.7494
C  -0.1032  -2.9959  -0.8167
N  -0.9697  -2.3533  -0.0216
C  -2.2680  -2.6584  -0.1952
C  -2.7252  -3.5787  -1.1065
H  -1.7103  -6.7981  -4.0499
H  -0.4199  -6.1175  -3.1561
H  0.3085  -4.3993  -2.3491
H  0.9454  -2.7550  -0.6846
H  -2.9752  -2.1245  0.4304
H  -3.7805  -3.7892  -1.1895

Values from the calculation:
Gap between HOMO and LUMO (spin up / spin down) (eV): 3.2 / 5.0
HOMO (spin up / spin down) (eV): -0.2 / -2.6
Net charge: -2
Expectation value of S²: 15.861
Spin multiplicity: 8

---

Most stable structure - P); separation to the second - 56.3 kcal/mol.